(1)
{"formula": "C7H10", "method": "ωB97M-V with the def2-TZVPD basis set", "e_above_lowest_kcal_mol": 88.4, "largest_force_ev_per_a": 4.92, "gap_ev": 9.093, "e_tot_ev": -7417.20057, "smiles": "C=C/C=C/C=C/C", "molar_mass_g_mol": 94.16, "homo_energy_ha": -0.29992, "symbols": ["C", "C", "C", "C", "C", "C", "C", "H", "H", "H", "H", "H", "H", "H", "H", "H", "H"], "coordinates": [[0.84, -1.31, -2.31], [0.83, -0.38, -3.31], [-0.01, -0.05, -0.40], [0.79, -0.94, -0.89], [-0.84, 0.98, 3.02], [-0.48, 1.11, 1.66], [-0.55, 0.00, 0.94], [1.01, -2.38, -2.58], [0.51, 0.60, -3.18], [1.04, -0.51, -4.33], [-0.47, 0.49, -1.37], [1.55, -1.40, -0.22], [-0.33, 0.11, 3.49], [-0.78, 1.88, 3.71], [-1.78, 0.56, 3.11], [-0.43, 2.19, 1.40], [-0.91, -0.96, 1.26]], "lowdin_charge": [-0.1595, 0.0080, -0.1459, -0.1798, -0.1579, -0.1769, -0.1222, 0.1051, 0.0216, 0.0307, 0.1482, 0.1233, 0.0948, 0.1059, 0.0531, 0.1319, 0.1196]}

(2)
{"formula": "C7H10", "method": "ωB97M-V with the def2-TZVPD basis set", "e_above_lowest_kcal_mol": 157.3, "largest_force_ev_per_a": 4.73, "gap_ev": 8.772, "e_tot_ev": -7414.21395, "molar_mass_g_mol": 94.16, "homo_energy_ha": -0.28764, "symbols": ["C", "C", "C", "C", "C", "C", "C", "H", "H", "H", "H", "H", "H", "H", "H", "H", "H"], "coordinates": [[1.75, -1.06, -0.07], [0.32, -0.17, 0.09], [-1.02, -0.91, 0.07], [-1.58, 0.40, -0.48], [-0.80, 1.58, 0.21], [0.24, 0.97, 1.16], [-0.23, 0.85, -0.96], [1.76, -1.88, 0.66], [1.60, -1.41, -1.08], [2.77, -0.60, -0.05], [-1.38, -1.30, 1.03], [-1.00, -1.69, -0.70], [-2.53, 0.50, -1.01], [-1.27, 2.57, 0.18], [-0.15, 0.66, 2.14], [1.37, 0.32, 0.72], [0.14, 1.19, -1.92]], "lowdin_charge": [-0.0069, -0.4529, -0.0915, -0.1573, -0.1762, -0.0733, -0.1356, 0.0812, 0.0683, 0.0948, 0.1140, 0.1133, 0.1302, 0.1277, 0.0811, 0.1456, 0.1374]}

(3)
{"formula": "C7H10", "method": "ωB97M-V with the def2-TZVPD basis set", "e_above_lowest_kcal_mol": 34.7, "largest_force_ev_per_a": 4.06, "gap_ev": 9.011, "e_tot_ev": -7419.52997, "smiles": "C=C1C=C(C)CC1", "molar_mass_g_mol": 94.16, "homo_energy_ha": -0.29395, "symbols": ["C", "C", "C", "C", "C", "C", "C", "H", "H", "H", "H", "H", "H", "H", "H", "H", "H"], "coordinates": [[-0.60, 1.26, 0.19], [0.88, 1.27, -0.12], [-2.34, -0.63, -0.16], [-0.93, -0.20, 0.07], [1.38, -0.39, 0.11], [0.13, -1.04, 0.24], [2.63, -0.82, -0.01], [-1.19, 1.84, -0.53], [-0.83, 1.64, 1.19], [1.50, 1.79, 0.60], [1.12, 1.57, -1.14], [0.04, -2.10, 0.40], [-3.00, -0.21, 0.60], [-2.69, -0.28, -1.13], [-2.43, -1.72, -0.14], [2.85, -1.85, -0.24], [3.47, -0.15, 0.07]], "lowdin_charge": [-0.1782, -0.0830, -0.0546, -0.2792, -0.2558, -0.0505, 0.0168, 0.1140, 0.1208, 0.0900, 0.0997, 0.1165, 0.0815, 0.0847, 0.0755, 0.0516, 0.0502]}

(4)
{"formula": "C7H10", "method": "ωB97M-V with the def2-TZVPD basis set", "e_above_lowest_kcal_mol": 139.4, "largest_force_ev_per_a": 2.73, "gap_ev": [7.031, 7.990], "e_tot_ev": -7414.98891, "molar_mass_g_mol": 94.16, "homo_energy_ha": [-0.23608, -0.26842], "symbols": ["C", "C", "C", "C", "C", "C", "C", "H", "H", "H", "H", "H", "H", "H", "H", "H", "H"], "coordinates": [[-0.25, -0.19, 0.94], [0.11, -1.02, 2.12], [-0.71, 1.92, -1.20], [0.78, 0.25, -0.02], [0.59, 1.24, -1.02], [0.24, -1.16, -0.66], [0.08, -2.18, -1.28], [-1.27, 0.17, 0.82], [1.81, 0.11, 0.32], [1.38, 1.37, -1.76], [-0.44, -1.98, 2.11], [-0.15, -0.51, 3.05], [1.17, -1.27, 2.16], [-0.94, 2.53, -0.32], [-0.72, 2.54, -2.10], [-1.55, 1.21, -1.29], [-0.14, -3.04, -1.86]], "lowdin_charge": [-0.1589, -0.0979, -0.1220, -0.3027, -0.1416, -0.1275, 0.1127, 0.1121, 0.1425, 0.0985, 0.0797, 0.0752, 0.0795, 0.0842, 0.0706, 0.0787, 0.0172]}

(5)
{"formula": "C7H10", "method": "ωB97M-V with the def2-TZVPD basis set", "e_above_lowest_kcal_mol": 97.3, "largest_force_ev_per_a": 4.28, "gap_ev": 9.926, "e_tot_ev": -7416.81726, "smiles": "C=C1C[C@@H]2C[C@H]2C1", "molar_mass_g_mol": 94.16, "homo_energy_ha": -0.32395, "symbols": ["C", "C", "C", "C", "C", "C", "C", "H", "H", "H", "H", "H", "H", "H", "H", "H", "H"], "coordinates": [[2.54, -0.01, -0.10], [1.18, -0.01, 0.08], [0.32, -1.23, -0.02], [-1.00, -0.62, 0.38], [-2.32, -0.04, -0.12], [-0.99, 0.67, -0.42], [0.28, 1.26, 0.23], [3.16, 0.92, -0.25], [3.06, -0.91, -0.32], [0.59, -2.07, 0.60], [0.30, -1.43, -1.08], [-1.07, -0.54, 1.51], [-2.83, -0.33, -1.09], [-3.13, 0.29, 0.58], [-0.69, 0.37, -1.40], [-0.05, 1.38, 1.32], [0.69, 2.21, -0.07]], "lowdin_charge": [0.0485, -0.2851, -0.1451, -0.2789, -0.0417, -0.2397, -0.1018, 0.0733, 0.0321, 0.1177, 0.1253, 0.1506, 0.1063, 0.1021, 0.1119, 0.1306, 0.0940]}

(6)
{"formula": "C7H10", "method": "ωB97M-V with the def2-TZVPD basis set", "e_above_lowest_kcal_mol": 103.5, "largest_force_ev_per_a": 4.54, "gap_ev": 9.646, "e_tot_ev": -7416.54697, "molar_mass_g_mol": 94.16, "homo_energy_ha": -0.31760, "symbols": ["C", "C", "C", "C", "C", "C", "C", "H", "H", "H", "H", "H", "H", "H", "H", "H", "H"], "coordinates": [[-0.84, -1.03, 2.14], [-0.44, -0.46, 1.00], [1.58, 1.41, -1.00], [0.40, 1.00, -1.56], [-0.17, -0.25, -1.11], [0.59, -0.96, 0.06], [-1.25, 0.27, -0.01], [-0.18, -1.70, 2.67], [-1.71, -0.65, 2.67], [-2.33, -0.39, 0.51], [2.41, 0.90, -0.53], [1.77, 2.41, -1.21], [-0.12, 1.65, -2.29], [-0.50, -0.89, -1.94], [1.54, -0.62, 0.45], [0.64, -2.04, -0.02], [-1.46, 1.36, 0.08]], "lowdin_charge": [0.0196, -0.3912, 0.0346, -0.1568, -0.2622, -0.1188, -0.0768, 0.0541, 0.0547, 0.1974, 0.0591, 0.0200, 0.1170, 0.1352, 0.0962, 0.1151, 0.1029]}

(7)
{"formula": "C7H10BrFN2", "method": "ωB97M-V with the def2-TZVPD basis set", "e_above_lowest_kcal_mol": 0.7, "largest_force_ev_per_a": 4.85, "gap_ev": 9.205, "e_tot_ev": -83160.57704, "smiles": "Cc1[nH]c(Br)nc1C(C)(C)F", "molar_mass_g_mol": 221.07, "homo_energy_ha": -0.31217, "symbols": ["C", "C", "C", "C", "C", "C", "C", "N", "N", "F", "Br", "H", "H", "H", "H", "H", "H", "H", "H", "H", "H"], "coordinates": [[0.10, -0.43, 0.28], [1.19, -0.60, -0.47], [0.21, -2.56, 0.08], [2.03, 0.41, -1.24], [-1.47, 1.29, -0.66], [-1.42, 0.82, 1.91], [-0.67, 0.99, 0.63], [-0.55, -1.59, 0.68], [1.27, -1.97, -0.60], [0.29, 1.99, 0.77], [-0.01, -4.36, 0.21], [2.93, 0.54, -0.71], [2.06, 0.10, -2.27], [1.41, 1.39, -1.30], [-2.10, 2.20, -0.76], [-2.09, 0.52, -0.89], [-0.67, 1.38, -1.49], [-1.59, 1.85, 2.13], [-0.73, 0.50, 2.75], [-2.19, 0.09, 1.96], [2.02, -2.53, -1.01]], "lowdin_charge": [-0.2079, -0.2638, -0.8438, -0.0001, -0.0052, -0.0321, -0.4769, 0.1086, 0.0649, -0.0041, 0.7877, 0.0577, 0.0724, 0.0967, 0.0906, 0.0403, 0.1020, 0.0756, 0.1097, 0.0706, 0.1571]}

(8)
{"formula": "C7H10BrN2", "method": "ωB97M-V with the def2-TZVPD basis set", "e_above_lowest_kcal_mol": 10.3, "largest_force_ev_per_a": 4.96, "gap_ev": 8.676, "e_tot_ev": -80436.55439, "total_charge": 1, "molar_mass_g_mol": 202.08, "homo_energy_ha": -0.48002, "symbols": ["C", "C", "C", "C", "C", "C", "C", "N", "N", "Br", "H", "H", "H", "H", "H", "H", "H", "H", "H", "H"], "coordinates": [[3.37, 0.70, -0.11], [2.90, -0.49, 0.32], [2.63, 1.83, -0.21], [1.49, -0.69, 0.40], [1.21, 1.68, -0.15], [0.66, 0.40, 0.09], [-0.78, 0.13, 0.01], [-3.91, -1.02, -0.15], [-1.45, -0.99, 0.06], [-1.98, 1.63, -0.05], [4.48, 0.71, -0.35], [3.63, -1.38, 0.42], [2.93, 2.87, -0.16], [0.97, -1.70, 0.51], [0.56, 2.44, -0.17], [-4.16, -1.82, -0.72], [-4.43, -1.16, 0.77], [-4.45, -0.19, -0.44], [-2.61, -1.04, 0.01], [-1.07, -1.91, -0.08]], "lowdin_charge": [-0.1045, -0.0573, -0.0240, -0.0032, -0.0089, -0.2546, -0.5614, 0.0753, 0.0844, 0.8711, 0.1461, 0.1505, 0.1256, 0.1340, 0.0265, 0.0899, 0.1384, 0.0819, -0.0302, 0.1205]}

(9)
{"formula": "C7H10BrN2O3", "method": "ωB97M-V with the def2-TZVPD basis set", "e_above_lowest_kcal_mol": 16.7, "largest_force_ev_per_a": 4.38, "gap_ev": [6.945, 6.946], "e_tot_ev": -86574.70554, "total_charge": 1, "smiles": "CO/N=C/C=C\\[NH+]=C(/Br)C(=O)OC", "molar_mass_g_mol": 250.07, "homo_energy_ha": [-0.47353, -0.47354], "symbols": ["C", "C", "C", "C", "C", "C", "C", "N", "N", "O", "O", "O", "Br", "H", "H", "H", "H", "H", "H", "H", "H", "H", "H"], "coordinates": [[-0.12, -2.30, 1.54], [-1.10, -1.37, 1.66], [-0.94, 0.09, -0.36], [-1.22, 1.41, -0.90], [1.09, -2.55, 0.80], [-2.26, 3.47, -0.43], [3.34, -0.62, -0.95], [1.68, -1.60, 0.11], [-1.21, -0.17, 0.90], [-0.77, 1.80, -1.96], [-2.03, 2.11, 0.00], [2.80, -1.80, -0.50], [-0.48, -1.27, -1.64], [-0.21, -3.13, 2.28], [-1.88, -1.41, 2.40], [1.55, -3.52, 0.99], [-2.32, 4.27, 0.32], [-3.11, 3.42, -0.97], [-1.35, 3.70, -1.11], [2.57, -0.23, -1.72], [4.18, -0.96, -1.58], [3.64, 0.16, -0.13], [-1.84, 0.48, 1.27]], "lowdin_charge": [-0.0425, -0.0376, -0.4317, -0.4703, -0.1331, -0.0015, -0.0894, -0.0673, 0.1108, 0.1329, -0.0541, -0.1396, 1.0450, 0.1322, 0.1320, 0.1322, 0.1176, 0.0603, 0.1302, 0.0978, 0.1046, 0.1363, 0.1354]}

(10)
{"formula": "C7H10Ca2F10N5O26S10", "method": "ωB97M-V with the def2-TZVPD basis set", "largest_force_ev_per_a": 10.23, "gap_ev": 4.980, "e_tot_ev": -240504.06859, "total_charge": -1, "molar_mass_g_mol": 1170.97, "homo_energy_ha": -0.24535, "symbols": ["Ca", "Ca", "N", "S", "O", "O", "F", "S", "O", "O", "F", "N", "S", "O", "O", "F", "S", "O", "O", "F", "N", "S", "O", "O", "F", "S", "O", "O", "F", "N", "S", "O", "O", "F", "S", "O", "O", "F", "N", "S", "O", "O", "F", "S", "O", "O", "F", "C", "C", "O", "C", "O", "O", "H", "H", "H", "H", "C", "C", "C", "O", "C", "O", "O", "H", "H", "H", "H", "H", "H"], "coordinates": [[1.37, -2.08, 3.23], [-3.69, -0.45, -1.56], [-3.36, 2.02, 4.46], [-3.36, 0.74, 5.63], [-2.63, -0.48, 5.24], [-4.46, 0.71, 6.60], [-2.31, 1.48, 6.58], [-4.42, 1.30, 3.65], [-5.75, 1.12, 4.19], [-3.84, 0.40, 2.67], [-4.67, 2.63, 2.75], [0.32, -1.45, 1.39], [0.87, -0.91, -0.12], [1.16, 0.52, -0.27], [0.47, -1.70, -1.25], [2.31, -1.40, 0.30], [-1.03, -0.73, 1.22], [-1.90, -0.93, 0.02], [-0.95, 0.60, 1.75], [-1.79, -1.63, 2.35], [-1.97, -3.93, -4.20], [-0.74, -4.31, -3.13], [-1.15, -4.18, -1.76], [0.64, -4.23, -3.64], [-1.03, -5.85, -3.46], [-1.64, -2.44, -3.95], [-0.46, -1.88, -4.60], [-2.16, -1.66, -2.79], [-2.80, -1.90, -4.98], [2.13, 1.89, 4.69], [0.53, 1.33, 4.50], [0.29, -0.11, 4.25], [-0.46, 2.35, 4.11], [0.39, 1.28, 6.07], [2.48, 1.60, 3.27], [2.16, 2.60, 2.26], [2.47, 0.22, 2.86], [4.11, 1.95, 3.40], [-3.05, 4.14, -0.90], [-4.56, 4.05, -0.83], [-5.21, 4.59, 0.38], [-5.27, 2.96, -1.52], [-4.85, 5.29, -1.86], [-2.75, 2.84, 0.13], [-3.23, 1.55, -0.31], [-2.44, 3.12, 1.57], [-1.23, 2.68, -0.27], [2.95, -5.36, -1.14], [2.78, -3.99, -0.61], [4.15, -3.52, -0.72], [5.01, -4.39, -1.14], [6.21, -4.17, -1.28], [4.33, -5.51, -1.41], [2.41, -5.53, -2.07], [2.56, -6.02, -0.36], [2.45, -3.78, 0.40], [2.13, -3.45, -1.30], [2.85, 2.36, -4.50], [2.29, 1.90, -3.18], [3.18, 2.12, -2.02], [2.55, 3.13, -1.28], [1.50, 3.48, -1.81], [0.72, 4.28, -1.35], [1.27, 2.86, -2.90], [2.13, 2.61, -5.28], [3.51, 1.59, -4.88], [3.43, 3.28, -4.42], [1.80, 0.93, -3.27], [4.24, 2.28, -2.20], [3.02, 1.22, -1.44]], "lowdin_charge": [1.6539, 1.7269, -0.2096, 0.5974, -0.3228, -0.3076, -0.2218, 0.4006, -0.2801, -0.3334, -0.2290, -0.4544, 0.5804, -0.1923, -0.2365, -0.1888, 0.5056, -0.4021, -0.2061, -0.1769, -0.1950, 0.5197, -0.2624, -0.2654, -0.2042, 0.5005, -0.2397, -0.4982, -0.2396, -0.2163, 0.6328, -0.4452, -0.1986, -0.1758, 0.4398, -0.2315, -0.4217, -0.2237, -0.2243, 0.4713, -0.2875, -0.3563, -0.2280, 0.6125, -0.4603, -0.2381, -0.1782, -0.1164, -0.1041, 0.0821, -0.5829, 0.1168, 0.0877, 0.1287, 0.1341, 0.1073, 0.1047, -0.0253, -0.3001, -0.0854, 0.1652, -0.7393, 0.1304, 0.1207, 0.0890, 0.0852, 0.0920, 0.1580, 0.1492, 0.1126]}

(11)
{"formula": "C7H10Cl2OSSi", "method": "ωB97M-V with the def2-TZVPD basis set", "e_above_lowest_kcal_mol": 20.2, "largest_force_ev_per_a": 3.58, "gap_ev": 9.767, "e_tot_ev": -53227.52390, "smiles": "CCO[Si@](Cl)(CCl)c1cccs1", "molar_mass_g_mol": 241.22, "homo_energy_ha": -0.34639, "symbols": ["C", "C", "C", "C", "C", "C", "C", "O", "Si", "S", "Cl", "Cl", "H", "H", "H", "H", "H", "H", "H", "H", "H", "H"], "coordinates": [[-3.94, 0.45, -0.83], [-2.56, 0.45, -0.92], [-4.47, -0.46, 0.06], [-1.89, -0.40, -0.04], [2.04, 1.61, 1.22], [2.09, 0.89, -0.08], [0.46, -2.58, -0.66], [0.73, 0.40, -0.40], [-0.13, -0.90, 0.04], [-3.12, -1.17, 0.91], [2.20, -2.60, -0.99], [0.32, -1.28, 2.33], [-4.54, 1.03, -1.55], [-1.85, 1.06, -1.57], [-5.46, -0.32, 0.39], [1.64, 2.58, 1.08], [1.50, 0.96, 2.00], [3.03, 1.99, 1.57], [2.79, -0.03, -0.17], [2.07, 1.63, -0.93], [0.47, -3.32, 0.24], [-0.10, -3.05, -1.60]], "lowdin_charge": [-0.2232, -0.2066, -0.3586, -0.5956, -0.1101, -0.2535, -0.7025, -0.2792, 0.2784, 0.9612, 0.5133, 0.1331, 0.1141, 0.1286, 0.0549, 0.0560, 0.0389, 0.0926, 0.1032, 0.1318, 0.0394, 0.0837]}

(12)
{"formula": "C7H10ClN3O", "method": "ωB97M-V with the def2-TZVPD basis set", "e_above_lowest_kcal_mol": 0.0, "largest_force_ev_per_a": 5.04, "gap_ev": 9.305, "e_tot_ev": -26459.32546, "molar_mass_g_mol": 187.63, "homo_energy_ha": -0.32723, "symbols": ["C", "C", "C", "C", "C", "C", "C", "N", "N", "N", "O", "Cl", "H", "H", "H", "H", "H", "H", "H", "H", "H", "H"], "coordinates": [[0.39, -1.33, 1.72], [-0.17, -0.26, 2.24], [0.46, -1.73, 0.37], [-0.43, 0.97, 0.14], [-1.32, 1.87, 2.18], [-0.11, -0.18, -1.96], [1.21, 0.13, -2.77], [0.85, -2.72, -0.22], [-0.58, 0.77, 1.47], [0.00, -0.11, -0.53], [-0.58, 2.07, -0.34], [2.01, -1.32, -3.44], [0.68, -2.01, 2.47], [-0.43, -0.39, 3.29], [-2.29, 1.58, 2.49], [-0.68, 2.24, 2.97], [-1.44, 2.69, 1.47], [-0.25, -1.26, -2.17], [-0.98, 0.44, -2.33], [2.02, 0.63, -2.30], [0.77, 0.81, -3.61], [0.87, -2.89, -1.15]], "lowdin_charge": [-0.0739, -0.0721, -0.1677, -0.5784, 0.0091, -0.2437, -0.5576, 0.2104, -0.0354, 0.0609, 0.0571, 0.5273, 0.0990, 0.1431, 0.0744, 0.0918, 0.0841, 0.0779, 0.1364, 0.0456, 0.1022, 0.0094]}